[1]
62
Properties=species:S:1:pos:R:3:forces:R:3 method="wB97M-V/def2-TZVPD" e_homo_ev="-5.50 / -6.35" e_above_lowest_ev=0.000 e_tot_ha=-2055.604302 charge=-1 spin_multiplicity=6
N -1.536949 -0.409616 1.378199 0.0 0.0 0.0
H -0.563425 -2.072641 2.167043 0.0 0.0 0.0
O 0.987075 -0.228573 3.848835 0.0 0.0 0.0
H 3.317961 -3.906998 -0.232848 0.0 0.0 0.0
C 1.509822 -2.623491 -1.611940 -0.1 0.0 0.0
C -0.647844 0.976013 -3.509152 0.0 0.0 0.0
O -1.076842 2.120616 0.366123 0.0 -0.1 -0.2
C -0.797307 -1.048370 2.467869 0.0 0.0 0.0
H 2.368159 -2.641611 -4.074295 0.0 0.0 0.0
H 1.862598 1.976237 2.504708 0.0 0.0 0.0
H -1.057070 -1.095051 -3.060763 0.0 0.0 0.0
H 1.657931 -0.550409 -3.226289 0.1 0.0 0.0
C -0.773671 -0.392705 -3.833382 0.0 0.0 -0.1
O 3.424852 2.606209 0.357552 0.0 0.0 0.0
H -0.105191 4.016320 -4.942979 0.0 0.0 0.0
H 2.737360 0.429242 -2.206641 0.0 0.0 0.0
N 4.135868 -2.057307 -0.762863 0.0 0.0 0.0
N 1.888807 -1.233898 -1.249123 -0.1 0.0 -0.2
O 1.641474 1.625914 -0.549679 0.1 0.0 0.0
F -3.102227 -2.380257 -0.197001 0.0 0.0 0.0
C 2.989424 -1.312490 -0.256009 0.0 0.1 0.0
C 2.444791 1.888105 0.442235 -0.1 0.0 0.1
H -0.680597 -1.859374 -5.360730 0.0 0.0 0.0
N 2.641521 -3.379956 -2.138474 0.0 0.0 0.0
H 3.312728 -0.300673 -0.019502 0.0 0.0 0.0
H 4.927971 -0.371596 -1.714029 0.0 0.0 0.0
C -0.131293 1.443531 -5.841240 0.0 0.0 0.0
H -2.284412 -0.995543 1.017354 0.0 0.0 0.0
C 2.443321 -0.585904 -2.469507 0.0 0.0 0.0
N 1.010570 0.277494 1.610850 0.0 0.0 0.0
C 2.108160 1.201504 1.771633 0.1 0.0 -0.1
H 3.014460 0.713045 2.144637 0.0 0.0 0.0
C -0.357297 1.908242 -4.525717 0.0 0.0 0.0
N -0.826052 1.375916 -2.211113 0.1 0.0 0.0
F -1.029490 -1.742822 -0.971507 0.0 0.1 -0.1
C 3.154825 -2.681937 -3.317144 0.0 0.0 0.0
H 4.004187 -3.240172 -3.719037 0.0 0.0 0.0
H 2.606880 -1.786996 0.648758 0.0 0.0 0.0
C -0.227673 0.111538 -6.131860 0.0 0.0 0.0
H 4.549184 -3.964639 -1.512392 0.0 0.0 0.0
C -0.842115 2.657286 -1.934382 0.0 0.1 0.1
C 0.503862 -0.284529 2.722841 0.0 -0.1 0.0
C 3.695213 -3.403059 -1.125342 0.0 0.0 0.0
N 3.584914 -1.318784 -3.007871 0.0 0.0 0.0
B -2.063208 -2.797031 -1.031841 0.0 0.0 0.1
F -2.464570 -2.890059 -2.352096 0.0 0.0 0.0
H 5.477764 -1.934147 -2.363373 0.0 0.0 0.0
Ru 0.008118 0.254054 -0.267725 -0.1 0.1 0.5
H -0.057329 -0.238496 -7.141719 0.0 0.0 0.0
H 1.108728 -3.123801 -0.730757 0.0 0.0 0.0
H -1.356242 -1.091110 3.404125 0.0 0.0 0.0
C 4.617325 -1.385741 -1.972104 0.0 0.0 0.0
H -1.897471 0.498762 1.652486 0.0 0.0 0.0
H -0.653358 4.687959 -2.579346 0.0 0.0 0.0
H 0.110531 2.164177 -6.613416 0.0 0.0 0.0
C -1.155876 3.064507 -0.489009 -0.2 0.0 -0.1
C -0.333715 3.282603 -4.178690 0.0 0.0 0.0
C -0.568887 -0.809840 -5.119880 0.0 0.0 0.0
F -1.472681 -3.958779 -0.572659 0.0 0.0 0.0
C -0.616537 3.659056 -2.903994 0.0 0.0 0.0
H 0.724656 -2.584069 -2.367552 0.0 0.0 0.0
O -1.512603 4.217775 -0.301528 0.1 0.0 0.0

---

[2]
65
Properties=species:S:1:pos:R:3:forces:R:3 method="wB97M-V/def2-TZVPD" e_homo_ev=-18.73 e_above_lowest_ev=0.000 e_tot_ha=-3331.192755 charge=+3
O 1.212604 -1.631131 0.517935 0.7 -0.3 0.9
H -3.768037 -3.447082 -1.205920 0.0 0.0 0.0
C 2.979309 0.334750 -1.570516 -0.1 0.0 -0.1
S 2.552644 0.633961 2.009002 -0.4 0.2 -0.3
H -3.001218 1.581924 2.834871 0.0 0.0 0.0
N 1.658269 0.141649 -1.725874 0.1 0.0 0.0
H -0.385527 4.041344 0.420356 0.0 0.0 0.0
C -0.608108 2.600403 1.992611 0.0 0.0 0.1
H -2.863827 -0.140991 3.054028 0.0 0.0 0.0
S -0.887231 0.809673 2.244469 0.5 -0.1 0.0
F 4.314802 -3.494149 1.601176 0.1 -0.1 0.0
H -1.415189 1.966066 -2.234549 0.0 0.0 0.0
C -1.494980 -2.311730 1.640633 -0.1 0.0 -0.1
N 3.249519 -0.740073 1.713670 -0.2 -0.1 0.2
H -2.706289 2.770848 0.418174 0.0 0.0 0.0
C 3.842282 0.460741 -2.646307 0.1 0.0 0.0
F 3.325626 3.057738 2.133035 0.0 0.1 0.0
O 1.594708 -2.360540 2.842903 0.1 -0.1 -0.1
H 4.897643 0.603700 -2.457589 0.0 0.0 0.0
H -4.326950 0.956360 0.994254 0.0 0.0 0.0
C -2.681065 0.663082 2.342679 -0.1 0.1 0.1
S 2.247183 -1.949771 1.655651 -0.2 0.2 -0.9
O -0.813200 -0.564122 -4.087953 0.0 0.0 -0.1
C -2.185282 -2.151852 -0.580772 -0.1 -0.1 0.1
H -1.683249 -2.327843 -2.635024 0.0 0.0 0.0
C 0.005920 3.051297 0.661548 -0.1 0.1 0.0
H -2.899583 0.232411 -0.928792 0.0 0.0 0.0
H -3.654553 -0.654795 0.947867 0.0 0.0 0.0
H 4.004564 0.515825 -4.790147 0.0 0.0 0.0
C 3.347350 0.406176 -3.937119 0.0 0.0 -0.1
C -0.195696 -0.397550 -3.078486 -0.3 0.0 0.1
H -2.782047 -1.029703 -2.338892 0.0 0.0 0.0
H -4.009892 -4.470293 1.051089 0.0 0.0 0.0
H 3.362602 0.386383 -0.571370 0.0 0.0 0.0
C 1.208505 0.033833 -2.991492 0.0 0.0 0.1
C -2.642657 2.175387 -0.491496 -0.1 0.0 0.0
N -0.740210 -0.666611 -1.797237 0.3 -0.4 0.0
C -1.913384 -1.541791 -1.912256 0.1 0.0 0.0
O 1.846577 0.772459 3.234960 0.1 0.1 -0.1
C -3.145309 -3.127662 -0.379800 0.0 0.0 0.0
C 3.288613 -3.293284 0.827205 -0.2 0.1 0.3
H -0.801825 -1.977812 2.403056 0.0 0.0 0.0
C 3.932426 1.899450 1.969915 0.0 -0.2 -0.1
C -1.428158 2.523400 -1.296681 0.1 0.1 -0.2
Ta 0.050241 -0.105946 -0.044279 -1.4 0.7 -1.3
H 1.532283 0.075283 -5.088637 0.0 0.0 0.0
F 3.642803 -2.858749 -0.361094 0.0 0.0 0.0
H 1.074232 3.162659 0.778912 0.0 0.0 0.0
N -1.399957 -1.728449 0.423463 0.3 0.1 0.1
H 0.048164 2.907271 2.806220 0.0 0.0 0.0
C -3.270172 -3.699565 0.874708 0.0 0.0 0.0
H -1.394839 3.586142 -1.539917 0.0 0.0 0.0
C -3.389574 0.395755 1.016879 -0.1 0.1 0.0
N -0.216854 2.147224 -0.518698 0.3 -0.1 0.1
F 4.550357 1.854041 0.807634 0.0 0.0 0.0
C 1.988109 0.175834 -4.112471 0.0 0.0 0.0
C -2.419053 -3.293558 1.900586 0.0 0.0 0.0
F 2.504411 -4.337842 0.744975 0.0 -0.1 -0.1
F 4.729478 1.618311 2.956396 0.1 0.0 0.0
H -1.577158 3.056434 2.180482 0.0 0.0 0.0
H 0.574805 2.330385 -1.136019 0.0 0.0 0.0
O 1.693453 0.980543 0.771566 0.5 -0.3 1.3
H -2.464059 -3.741314 2.883886 0.0 0.0 0.0
H -3.549244 2.385892 -1.062348 0.0 0.0 0.0
N -2.545102 0.749572 -0.135053 0.1 -0.1 0.2

---

[3]
12
Properties=species:S:1:pos:R:3:forces:R:3 method="wB97M-V/def2-TZVPD" e_homo_ev=-10.11 e_above_lowest_ev=1.773 smiles="[H]/N=C/O.C=C" e_tot_ha=-248.461327 charge=0
H 1.087567 2.073650 -0.129856 0.0 -0.1 -0.1
H -2.210183 -1.728599 1.233179 0.0 0.1 0.0
C 0.952910 1.180620 -0.734485 0.1 -0.1 0.0
H 0.011818 1.098962 -1.267847 0.2 0.0 0.0
H 2.802451 0.290512 -0.220970 -0.1 0.0 -0.1
C -1.534867 -0.945914 0.876563 -0.3 0.1 -0.1
H 0.296302 -0.583189 0.719206 0.0 -0.1 0.0
N -1.868007 0.148876 0.331737 -0.1 -0.4 0.2
H -2.880093 0.208449 0.269185 0.0 0.0 0.0
O -0.264403 -1.293923 1.090438 0.1 0.2 -0.1
C 1.874627 0.222210 -0.782281 -0.1 0.1 0.0
H 1.731879 -0.671656 -1.384869 0.0 0.1 0.1

---

[4]
9
Properties=species:S:1:pos:R:3:forces:R:3 method="wB97M-V/def2-TZVPD" e_homo_ev=-9.59 e_above_lowest_ev=0.964 smiles="CC(=O)OSF" e_tot_ha=-726.496658 charge=0
F 4.732579 0.999648 0.149224 -0.3 0.0 0.0
O 1.884914 -1.664586 -0.246255 -0.7 -0.6 -0.2
C 0.073328 -0.134132 0.064543 -1.9 -0.4 0.6
H -0.438779 -0.641101 -0.743289 -0.2 0.5 -0.6
O 2.337203 0.351555 0.100910 3.0 3.6 0.5
S 3.930542 -0.383574 -0.047332 -1.2 0.0 0.0
H 0.030770 0.947234 0.076622 -0.6 0.0 -0.1
H -0.470787 -0.608484 0.920405 1.0 0.6 -0.2
C 1.450451 -0.530864 -0.052829 1.0 -3.8 0.2